Version A
Here is C6H6S in the gas phase from OMol25. Energies are from ωB97M-V/def2-TZVPD.

Element x y z (Å)
C -1.19 1.82 0.02
C -1.96 0.80 -0.04
C -1.54 -0.62 -0.03
S -2.48 -1.95 0.01
C -0.14 -0.79 -0.02
C 1.04 -1.07 -0.02
C 2.49 -0.94 -0.01
H -0.15 1.71 0.13
H -1.61 2.83 -0.03
H -3.05 0.91 -0.06
H 2.64 0.12 -0.01
H 2.97 -1.36 0.91
H 2.97 -1.45 -0.86

structure (SMILES)	C=CC(=S)C#CC
orbital gap	7.744	eV


Version B
Here is C6H6S in the gas phase from OMol25. Energies are from ωB97M-V/def2-TZVPD.

Element x y z (Å)
C -2.03 -0.71 -0.01
C -0.92 -1.43 0.19
C 0.34 -0.51 -0.21
S 2.10 -0.13 -0.15
C 0.51 0.64 0.51
C -0.63 1.50 0.06
C -1.86 0.75 -0.20
H -3.07 -1.25 -0.22
H -0.50 -2.56 0.64
H 0.04 -0.20 -1.14
H 0.59 0.63 1.60
H -0.27 2.56 -0.01
H -2.77 1.41 -0.54

structure (SMILES)	C1=C[C@@H]2S[C@H]2C=C1
orbital gap	8.746	eV


Version C
Here is C6H6S in the gas phase from OMol25. Energies are from ωB97M-V/def2-TZVPD.

Element x y z (Å)
C 1.07 -1.58 0.74
C -0.18 -1.21 0.44
C 2.12 -0.72 0.95
C 0.42 1.01 -0.63
C -0.57 0.14 0.12
C 0.24 1.29 0.74
S 3.61 -0.21 1.01
H 1.20 -2.54 1.04
H -0.85 -1.95 0.47
H 1.18 0.34 -1.10
H -0.07 1.77 -1.36
H -1.57 0.44 0.03
H -0.17 2.14 1.30

orbital gap (alpha / beta)	7.877 / 6.107	eV


Version D
Here is C6H6S in the gas phase from OMol25. Energies are from ωB97M-V/def2-TZVPD.

Element x y z (Å)
S 2.85 -0.17 -0.02
C 1.09 -0.09 0.00
C 0.39 1.12 0.00
C -1.01 1.10 -0.03
C -1.71 -0.09 -0.01
C -0.98 -1.30 -0.01
C 0.39 -1.27 0.00
H 3.08 1.15 0.05
H 0.91 2.06 -0.02
H -1.55 2.03 0.03
H -2.82 -0.04 -0.03
H -1.53 -2.26 0.03
H 0.90 -2.25 0.00

structure (SMILES)	Sc1ccccc1
orbital gap	9.301	eV


Going by the computed energies, the most stable comes first: version D, version A, version B, version C.


Version A
Here is 2 unconnected molecules or ions with the total composition CHCl3N2 from OMol25. Energies are from ωB97M-V/def2-TZVPD.

Element x y z (Å)
C -0.66 -1.71 0.13
N -1.55 -1.00 -0.10
N 1.68 0.58 0.11
Cl -2.82 0.00 -0.44
Cl 1.15 1.73 -1.07
Cl 0.80 0.75 1.61
H 1.41 -0.34 -0.24

orbital gap	9.905	eV


Version B
Here is CHCl3N2 in the gas phase from OMol25. Energies are from ωB97M-V/def2-TZVPD.

Element x y z (Å)
Cl -0.57 2.04 1.71
N -0.91 1.46 0.14
C -0.11 0.69 -0.39
N -0.69 0.08 -1.87
Cl -2.09 -0.80 -1.63
Cl -0.95 1.45 -2.82
H 0.94 0.32 -0.12

structure (SMILES)	Cl/N=C/N(Cl)Cl
orbital gap	9.740	eV


Going by the computed energies, the most stable comes first: version B, version A.


Version A
Here is 2 unconnected molecules or ions with the total composition C5H11NO2S from OMol25. Energies are from ωB97M-V/def2-TZVPD.

Element x y z (Å)
C -2.69 0.84 1.26
S -1.24 -0.08 1.60
O -1.48 -1.50 1.51
O -0.25 0.39 2.54
H -2.50 1.51 0.49
H -3.36 0.14 0.93
C -0.54 0.00 -1.54
C 0.38 -0.18 -0.29
C 0.78 -1.63 -0.20
C 1.08 0.89 0.22
N 2.11 0.84 1.06
H -0.87 1.07 -1.58
H -1.27 -0.81 -1.41
H 0.03 -0.05 -2.37
H 0.03 -2.36 -0.39
H 1.00 -1.79 0.94
H 1.80 -1.90 -0.75
H 0.84 1.90 0.10
H 2.47 -0.05 1.29
H 1.98 1.37 1.95

structure (SMILES)	C=S(=O)=O.CC(C)=CN
orbital gap (alpha / beta)	7.789 / 7.790	eV


Version B
Here is a molecular structure, C5H11NO2S from OMol25. Energies are from ωB97M-V/def2-TZVPD.

Element x y z (Å)
C 1.91 -1.49 -0.45
C 0.84 -1.35 0.57
C 1.62 -0.02 -0.75
C -0.77 2.02 -0.67
C -0.74 0.68 0.10
N 0.36 -0.08 0.04
O -2.45 -1.26 0.68
O -2.25 0.10 -1.45
S -2.50 0.04 0.06
H 2.89 -1.74 0.05
H 1.85 -2.17 -1.42
H 0.01 -2.06 0.63
H 1.30 -1.34 1.52
H 2.36 0.76 -0.52
H 1.31 0.06 -1.77
H -1.75 2.55 -0.44
H -0.70 1.74 -1.67
H 0.00 2.57 -0.28
H -1.72 0.25 2.58
H -1.58 0.74 3.21

orbital gap	8.482	eV


Going by the computed energies, the most stable comes first: version A, version B.


Version A
Here is C9H16N2O6 in the gas phase from OMol25. Energies are from ωB97M-V/def2-TZVPD.

Element x y z (Å)
C -2.28 -1.09 1.57
C -1.94 0.29 1.16
O -0.92 0.76 2.05
C -1.27 0.35 -0.19
N -0.73 1.67 -0.44
C 0.54 2.14 -0.51
O 0.73 3.34 -0.63
C 1.77 1.21 -0.34
N 1.93 0.72 1.06
C 1.70 0.15 -1.47
C 2.31 -1.23 -1.05
C 1.18 -2.00 -0.32
O 0.35 -2.70 -0.85
O 1.02 -1.76 0.94
C -2.15 0.07 -1.41
O -2.86 0.86 -1.98
O -2.09 -1.24 -1.77
H -2.52 -1.09 2.60
H -1.41 -1.70 1.31
H -3.17 -1.55 1.00
H -2.76 1.02 1.18
H -1.33 0.68 2.90
H -0.42 -0.35 -0.19
H -1.25 2.52 -0.59
H 2.59 1.88 -0.53
H 2.81 1.04 1.48
H 1.28 1.14 1.66
H 2.19 0.62 -2.30
H 0.67 -0.02 -1.86
H 2.55 -1.96 -1.89
H 3.24 -1.08 -0.49
H 1.57 -1.02 1.22
H -1.35 -1.66 -1.31

structure (SMILES)	C[C@@H](O)[C@H](NC(=O)[C@@H](N)CCC(=O)O)C(=O)O
orbital gap	10.173	eV


Version B
Here is C9H16N2O6 in the gas phase from OMol25. Energies are from ωB97M-V/def2-TZVPD.

Element x y z (Å)
C 1.34 1.29 2.45
C -0.12 1.48 2.10
O -0.48 2.91 2.24
C -0.30 0.99 0.61
N 0.55 1.71 -0.25
C 1.07 1.15 -1.43
O 1.23 1.83 -2.37
C 1.17 -0.36 -1.51
N 1.54 -1.05 -0.27
C -0.05 -1.16 -2.13
C -0.22 -2.58 -1.63
C -0.84 -2.67 -0.26
O -0.91 -3.60 0.49
O -1.49 -1.55 -0.07
C -1.84 1.01 0.18
O -2.70 0.72 0.99
O -2.23 0.90 -1.13
H 2.08 2.04 2.07
H 1.45 1.47 3.52
H 1.73 0.29 2.12
H -0.62 0.98 2.85
H -0.90 3.05 3.08
H -0.04 -0.04 0.63
H 0.34 2.69 -0.44
H 2.02 -0.47 -2.23
H 1.82 -2.09 -0.36
H 2.43 -0.55 -0.04
H -1.00 -0.63 -1.89
H 0.13 -1.08 -3.25
H 0.75 -3.01 -1.52
H -0.95 -3.02 -2.36
H -1.79 -1.38 0.86
H -3.17 0.72 -1.06

structure (SMILES)	C[C@@H](O)[C@H](NC(=O)[C@@H](N)CCC(=O)O)C(=O)O
orbital gap	10.262	eV


Going by the computed energies, the most stable comes first: version A, version B.